Entry 1:
Here is a structure of composition C20H50BrN5O9P from the OMol25 dataset. Energies are from wB97M-V/def2-TZVPD.

Last column: Löwdin charge in e.
Atoms and positions in Å:
N 1.589 4.434 -2.719  -0.197
P 0.552 4.831 -4.091  0.717
O 0.359 6.537 -4.138  -0.358
N -1.031 4.018 -3.759  -0.740
Br -1.342 2.994 -5.300  0.589
C -2.090 5.053 -3.531  -0.304
C -3.539 4.484 -3.140  -0.594
O -3.810 3.292 -2.760  -0.123
O -4.610 5.375 -3.278  -0.245
H 2.482 4.948 -2.737  0.022
H 1.838 3.436 -2.685  0.014
H -0.330 6.778 -4.796  0.041
H -1.692 5.771 -2.716  0.126
H -2.242 5.703 -4.478  0.098
C -3.178 -0.090 3.456  -0.112
O -3.313 -0.473 2.097  -0.230
C -4.056 0.462 1.308  -0.193
C -3.144 1.227 0.351  -0.196
N -2.277 2.159 1.063  -0.047
C -1.185 2.685 0.247  -0.178
C -0.187 1.680 -0.349  -0.195
O 0.651 1.042 0.613  -0.227
C 0.052 -0.054 1.287  -0.083
H -2.803 -0.952 4.013  0.082
H -2.455 0.721 3.567  0.073
H -4.140 0.207 3.884  0.086
H -4.651 1.141 1.928  0.120
H -4.759 -0.130 0.711  0.120
H -3.756 1.784 -0.366  0.123
H -2.563 0.481 -0.204  0.101
H -1.872 1.695 1.867  0.058
H -0.623 3.374 0.886  0.119
H -1.614 3.287 -0.562  0.115
H 0.491 2.250 -0.992  0.102
H -0.664 0.942 -1.002  0.118
H -0.634 -0.614 0.647  0.084
H -0.455 0.293 2.189  0.072
H 0.849 -0.729 1.608  0.083
C -3.634 -6.826 -1.753  -0.116
O -4.326 -5.615 -1.494  -0.192
C -5.149 -5.664 -0.328  -0.209
C -4.550 -4.833 0.808  -0.208
N -3.341 -5.452 1.347  -0.056
C -2.549 -4.576 2.216  -0.190
C -2.010 -3.266 1.619  -0.222
O -0.995 -3.443 0.635  -0.187
C -1.475 -3.758 -0.662  -0.094
H -3.221 -6.767 -2.762  0.090
H -2.802 -6.961 -1.058  0.070
H -4.306 -7.688 -1.703  0.085
H -5.352 -6.692 -0.010  0.118
H -6.109 -5.216 -0.610  0.120
H -5.288 -4.730 1.610  0.122
H -4.345 -3.836 0.403  0.103
H -2.749 -5.748 0.580  0.061
H -1.692 -5.168 2.552  0.116
H -3.141 -4.345 3.109  0.115
H -1.530 -2.718 2.436  0.115
H -2.802 -2.610 1.249  0.095
H -2.427 -3.269 -0.885  0.093
H -1.559 -4.840 -0.777  0.065
H -0.735 -3.416 -1.389  0.090
C 8.119 2.235 1.513  -0.116
O 7.857 1.029 0.813  -0.196
C 7.298 0.001 1.632  -0.212
C 5.821 -0.225 1.309  -0.214
N 4.997 0.899 1.748  -0.053
C 3.633 0.897 1.207  -0.184
C 3.462 0.942 -0.319  -0.205
O 3.850 2.179 -0.917  -0.186
C 5.244 2.320 -1.133  -0.101
H 8.738 2.867 0.873  0.088
H 7.195 2.777 1.725  0.072
H 8.663 2.046 2.443  0.085
H 7.452 0.196 2.699  0.118
H 7.846 -0.917 1.388  0.117
H 5.477 -1.138 1.806  0.121
H 5.748 -0.377 0.226  0.099
H 5.441 1.765 1.469  0.061
H 3.134 1.777 1.625  0.123
H 3.104 0.022 1.599  0.107
H 2.395 0.845 -0.522  0.097
H 3.940 0.097 -0.827  0.113
H 5.726 1.373 -1.385  0.087
H 5.714 2.774 -0.258  0.066
H 5.388 3.012 -1.967  0.087

E_HOMO in eV: -4.12
Charge: -1
Kohn-Sham gap in eV: 6.37

Entry 2:
Here is a cluster of 3 separate species, C26H44BFN6O6P2 in total from the OMol25 dataset. Energies are from wB97M-V/def2-TZVPD.

Last column: Löwdin charge in e.
Atoms and positions in Å:
O -2.708 -1.923 -1.673  0.126
C -2.581 -0.728 -1.842  -0.240
C -1.239 -0.025 -1.902  -0.077
C -0.151 -0.455 -1.170  -0.004
C 1.050 0.222 -1.248  -0.045
C 1.206 1.358 -2.028  0.005
C 0.098 1.801 -2.755  -0.024
B 0.246 3.121 -3.633  -0.593
O 1.300 3.373 -4.466  0.182
O -0.766 4.069 -3.541  0.152
C -1.105 1.108 -2.712  -0.050
C -2.328 1.492 -3.505  -0.261
O -2.312 1.868 -4.660  0.142
C -3.651 1.331 -2.783  -0.088
C -4.649 2.257 -2.941  -0.007
C -5.856 2.061 -2.264  -0.045
C -6.003 0.932 -1.490  0.001
C -4.985 0.013 -1.338  -0.208
F -5.192 -1.065 -0.571  0.092
C -3.775 0.201 -1.970  -0.008
H -0.204 -1.328 -0.521  0.127
H 1.911 -0.140 -0.688  0.116
H 2.159 1.882 -2.071  0.120
H 0.978 4.017 -5.113  0.117
H -1.198 3.992 -2.683  0.104
H -4.500 3.137 -3.561  0.128
H -6.637 2.809 -2.373  0.115
H -6.939 0.773 -0.956  0.127
O -4.301 -3.037 5.446  -0.304
P -4.502 -3.708 4.106  0.719
N -6.230 -3.620 4.072  -0.304
C -7.121 -4.456 3.290  -0.138
C -6.781 -2.268 4.130  -0.147
N -3.988 -5.286 4.624  -0.352
C -4.936 -6.355 4.868  -0.141
C -2.947 -5.305 5.647  -0.153
N -4.413 -4.232 2.428  -0.269
C -3.269 -5.071 2.022  -0.122
C -4.388 -3.047 1.530  -0.142
H -7.120 -4.203 2.221  0.078
H -8.146 -4.338 3.652  0.083
H -6.900 -5.514 3.385  0.050
H -6.840 -1.808 3.133  0.067
H -6.176 -1.618 4.761  0.069
H -7.787 -2.280 4.558  0.079
H -5.722 -6.067 5.578  0.087
H -4.427 -7.236 5.267  0.078
H -5.385 -6.701 3.933  0.062
H -3.353 -5.150 6.654  0.080
H -2.203 -4.533 5.459  0.069
H -2.421 -6.264 5.632  0.077
H -2.312 -4.646 2.335  0.086
H -3.257 -5.179 0.934  0.083
H -3.352 -6.079 2.417  0.071
H -3.473 -2.463 1.663  0.086
H -5.235 -2.386 1.723  0.057
H -4.461 -3.350 0.487  0.077
O 4.929 2.123 -0.626  -0.312
P 6.226 2.877 -0.818  0.718
N 5.712 3.859 -2.146  -0.301
C 6.567 4.508 -3.122  -0.135
C 4.571 4.731 -1.867  -0.143
N 7.133 1.517 -1.405  -0.351
C 7.460 1.366 -2.810  -0.137
C 6.762 0.222 -0.842  -0.151
N 7.721 3.784 -0.613  -0.274
C 8.894 3.078 -0.057  -0.125
C 7.488 4.950 0.278  -0.133
H 7.090 5.386 -2.720  0.078
H 5.964 4.847 -3.968  0.085
H 7.309 3.839 -3.546  0.050
H 4.885 5.683 -1.417  0.068
H 3.866 4.258 -1.183  0.066
H 4.023 4.953 -2.785  0.079
H 6.575 1.414 -3.455  0.088
H 7.956 0.409 -2.987  0.080
H 8.192 2.113 -3.123  0.063
H 5.879 -0.205 -1.332  0.079
H 6.550 0.307 0.223  0.070
H 7.590 -0.485 -0.946  0.078
H 8.654 2.538 0.861  0.087
H 9.688 3.796 0.164  0.081
H 9.318 2.382 -0.774  0.072
H 7.242 4.636 1.297  0.083
H 6.663 5.566 -0.089  0.063
H 8.368 5.592 0.312  0.082

E_HOMO in eV: -7.97
SMILES: O=C1c2cccc(B(O)O)c2C(=O)c2cccc(F)c21.CN(C)P(=O)(N(C)C)N(C)C.CN(C)P(=O)(N(C)C)N(C)C
Kohn-Sham gap in eV: 7.25

Entry 3:
Here is a cluster of 3 separate species, C4H12O2 in total from the OMol25 dataset. Energies are from wB97M-V/def2-TZVPD.

Last column: Löwdin charge in e.
Atoms and positions in Å:
C -0.121 0.931 1.162  -0.070
C -0.009 -0.021 -0.017  -0.472
C -0.124 0.403 -1.304  0.015
C 0.300 -1.456 0.323  -0.081
H -0.242 2.006 0.818  0.101
H 0.695 0.834 1.835  0.060
H -1.000 0.709 1.814  0.092
H -0.006 -0.324 -2.131  0.077
H -0.273 1.432 -1.562  0.058
H 0.183 -2.106 -0.595  0.089
H -0.373 -1.896 1.111  0.093
H 1.369 -1.551 0.721  0.103
H -2.350 -0.323 -0.285  -0.029
H -3.763 -0.859 -0.766  0.065
O -3.247 -0.480 -0.006  -0.074
H 3.614 1.346 -0.574  0.067
H 2.261 0.660 -0.502  -0.028
O 3.086 0.694 -0.043  -0.065

E_HOMO in eV: -9.80
SMILES: C=C(C)C.O.O
Relative energy (zero: lowest compared OMol25 entry of this formula, charge and spin) in kcal per mole: 12.9
Kohn-Sham gap in eV: 10.49